DFT (ωB97M-V with the def2-TZVPD basis set) results for C17H32N3OPSiW as an isolated structure in a non-equilibrium geometry.

Geometry as XYZ:
```
56
Properties=species:S:1:pos:R:3:forces:R:3
C 1.7860 0.7146 -2.7357 0.5 0.4 -0.3
H 4.5406 1.1127 2.9215 -0.3 -0.1 -0.2
C -6.0050 1.1531 -0.2286 -0.1 -0.2 -0.2
H -0.4495 1.1761 2.3742 0.2 -0.2 0.0
C 6.0988 -0.0288 1.0410 0.6 -0.3 0.3
C -0.9156 1.4367 -3.3440 0.1 0.4 -0.4
H 3.3977 -0.2181 2.6536 0.0 0.2 -0.1
H 0.3370 -2.6487 4.0253 0.0 0.2 0.0
H -0.3708 3.3416 -0.9457 0.2 -0.3 -0.1
H 1.6346 -3.7172 -1.8344 0.1 0.2 0.1
H 2.2794 -2.0565 -1.8685 0.0 -0.1 0.1
C -3.9260 0.0725 -0.8471 -0.9 0.1 0.1
N -0.0650 -0.7239 1.3857 1.1 0.2 2.2
H 6.7103 0.8878 1.0429 0.1 -0.1 0.0
H 6.4329 -0.6474 0.1929 -0.2 0.2 0.3
C -0.2040 0.1227 2.4378 -0.2 -1.2 -0.6
C 4.6562 0.2645 0.9840 1.3 -1.1 4.0
H -0.4655 2.1323 -4.0680 -0.2 -0.1 0.1
H 6.3222 -0.5639 1.9751 0.2 0.1 -0.2
C -0.3515 -0.0486 4.9146 -0.1 0.0 0.3
O 4.0450 0.1437 -0.1855 -0.9 0.9 -2.2
H 3.0679 1.3843 1.9494 0.3 -0.3 -0.1
C -6.7070 0.2132 -0.9956 0.0 -0.1 -0.1
H 1.2844 2.8397 -0.4965 -0.2 0.0 -0.2
P 0.2349 1.2170 -1.9325 -0.6 -0.3 -0.1
H 0.4134 -2.8369 1.2719 -0.1 0.2 0.1
H -1.0602 -3.2848 -1.1808 0.0 -0.3 -0.3
H -0.3258 1.0458 4.8805 0.0 -0.3 0.0
N -0.0989 -0.5677 3.5804 0.1 -0.5 0.4
H 1.6245 -0.1527 -3.3920 -0.1 0.2 0.3
W -0.8339 -0.1391 -0.4011 -1.0 -0.1 -0.3
Si -0.2421 -2.1166 -1.6495 -0.2 -0.6 -0.4
C -4.6216 1.1002 -0.1613 0.2 -0.5 -0.3
C -4.6344 -0.8536 -1.6599 0.3 0.4 0.4
H -0.3922 -2.0763 -3.1468 0.0 -0.2 0.0
H -4.0247 1.8083 0.4224 -0.3 -0.2 -0.2
H -1.1054 0.4810 -3.8478 0.2 0.1 0.3
H 0.4148 -0.4133 5.6102 -0.2 0.2 -0.2
C 1.5534 -2.7186 -1.3877 0.0 0.0 -0.1
H -6.5393 1.9292 0.3204 0.1 -0.2 -0.2
C 0.2014 -1.8921 3.2685 0.0 0.3 -0.1
C -6.0205 -0.7804 -1.7167 0.0 0.4 0.2
H -7.7958 0.2511 -1.0403 0.3 0.0 0.0
C 0.5557 2.8850 -1.3176 0.5 1.0 -0.6
H 2.1473 1.5599 -3.3439 0.0 -0.3 0.1
H 0.9629 3.5063 -2.1318 0.0 0.2 0.3
H -4.0523 -1.6123 -2.2000 -0.4 0.3 0.3
N -2.5887 -0.0469 -0.6788 0.8 -0.1 -0.4
C 0.2460 -1.9859 1.9150 -0.5 0.9 0.1
H -1.8768 1.8448 -3.0102 0.3 -0.1 0.1
C 3.8712 0.6597 2.1714 -0.1 0.0 0.7
H -6.5749 -1.5000 -2.3240 0.1 0.2 0.2
H 1.8160 -2.7986 -0.3282 0.1 0.0 -0.1
H -1.3383 -0.3688 5.2844 0.3 0.1 -0.2
H 4.4014 1.0554 -0.2344 -1.0 0.6 -2.7
H 2.5498 0.4586 -1.9882 -0.3 0.1 -0.2
```
Forces are in eV/Å.

## Properties
Molecular weight, g/mol: 537.363
Frontier orbital gap (spin up / spin down), hartree: 0.196 / 0.219
LUMO level (spin up / spin down), Ha: 0.00740 / 0.00538
Spin multiplicity: 3
Relative energy (zero: lowest compared OMol25 entry of this formula, charge and spin), kcal/mol: 68.74
Highest occupied orbital energy (spin up / spin down), eV: -5.12 / -5.81

DFT (ωB97M-V with the def2-TZVPD basis set) results for a 2-piece molecular cluster, CHCl2NO3S overall in a non-equilibrium geometry.

Geometry as XYZ:
```
9
Properties=species:S:1:pos:R:3:forces:R:3
Cl 0.5390 -0.2024 -2.4933 -0.2 0.0 0.3
O -2.1054 0.4014 0.7519 -1.9 -0.3 0.3
N 0.5843 0.2142 0.3500 2.0 -1.9 -0.6
H 1.1679 0.9636 0.0215 0.5 0.4 -0.5
O -0.6715 -1.7811 -0.4900 0.3 0.4 0.1
O 1.7943 -1.7478 -0.5330 0.2 0.0 0.3
Cl -0.7042 2.2451 1.9587 0.2 3.3 2.6
C -1.1509 0.9741 1.0645 -1.4 -1.1 -1.3
S 0.5465 -1.0672 -0.6304 0.2 -0.8 -1.2
```
Forces are in eV/Å.

## Properties
Molecular weight, g/mol: 177.996
Frontier orbital gap (spin up / spin down), hartree: 0.254 / 0.289
LUMO level (spin up / spin down), Ha: 0.00316 / -0.14915
Spin multiplicity: 3
Highest occupied orbital energy (spin up / spin down), eV: -6.84 / -11.93

DFT (ωB97M-V with the def2-TZVPD basis set) results for C6H9NO as an isolated structure in a non-equilibrium geometry.

Geometry as XYZ:
```
17
Properties=species:S:1:pos:R:3:forces:R:3
C -1.3343 1.7758 1.3864 1.5 -0.2 -0.4
H -1.5536 2.3370 2.2638 -0.3 0.1 0.1
H 2.8828 0.2673 0.9580 -0.2 0.2 0.3
H -0.0940 1.0114 -1.4552 -0.1 -0.1 0.0
C 0.0786 -0.8857 -0.4989 0.9 -0.1 0.7
H 1.8002 -1.7981 0.3110 0.0 -0.1 -0.1
H -0.2752 -2.9013 -0.3922 -0.3 0.1 -0.2
C -0.5307 1.2538 0.5991 -2.4 0.0 0.0
C 2.0000 0.3640 0.3339 -1.7 2.0 -0.1
H 2.1605 1.0787 -0.4700 0.4 0.0 -0.2
H -1.6010 -1.9063 -1.0149 0.3 -0.3 0.1
C 1.3672 -0.8710 -0.0446 -1.1 -0.7 -0.1
H -2.5260 0.4721 -0.3717 0.1 0.0 -0.2
N -0.6968 -2.0065 -0.5768 -0.1 0.2 -0.1
O -1.9611 0.2468 -1.1279 -0.1 0.2 0.4
C -0.6300 0.4259 -0.6969 0.9 0.1 -0.1
H 0.9132 1.1360 0.7969 2.4 -1.3 0.0
```
Forces are in eV/Å.

## Properties
Molecular weight, g/mol: 111.144
Frontier orbital gap, hartree: 0.281
LUMO level, Ha: 0.01211
Spin multiplicity: 1
Relative energy (zero: lowest compared OMol25 entry of this formula, charge and spin), kcal/mol: 110.22
Highest occupied orbital energy, eV: -7.33

Look up the spin multiplicity of the first one. 3

Among the records above, which one has the lowest molecular weight? C6H9NO

Which of these has the lowest molecular weight? C6H9NO

The lowest molecular weight belongs to which entry? C6H9NO